<one>
# C33H99O44P11

A cluster of 11 separate species, C33H99O44P11 in total (ωB97M-V/def2-TZVPD, OMol25).

Last columns: bonded neighbours and bond lengths (Å).
Geometry (Å):
1 C -22.18364 8.58469 17.80400  O2 1.431, H9 1.090, H10 1.090, H11 1.090
2 O -21.06131 8.89449 18.63610  C1 1.431, P3 1.592
3 P -19.67240 8.21562 18.25584  O2 1.592, O4 1.456, O5 1.594, O7 1.573
4 O -18.64883 8.29676 19.28753  P3 1.456
5 O -20.09421 6.74864 17.79720  P3 1.594, C6 1.402
6 C -20.34113 5.77000 18.77049  O5 1.402, H12 1.096, H13 1.090, H14 1.094
7 O -19.31460 8.90581 16.88803  P3 1.573, C8 1.438
8 C -18.21847 8.35163 16.13986  O7 1.438, H15 1.095, H16 1.086, H17 1.085
9 H -22.83333 9.45774 17.85759  C1 1.090
10 H -22.75513 7.71654 18.13272  C1 1.090
11 H -21.91001 8.44171 16.75901  C1 1.090
12 H -20.15646 6.07754 19.80569  C6 1.096
13 H -19.72490 4.88093 18.63721  C6 1.090
14 H -21.38178 5.43471 18.80519  C6 1.094
15 H -17.31855 8.44052 16.75694  C8 1.095
16 H -18.02263 8.94028 15.24899  C8 1.086
17 H -18.39887 7.31130 15.88888  C8 1.085
18 C -11.66112 12.46111 13.05766  O19 1.431, H26 1.086, H27 1.091, H28 1.095
19 O -12.51600 11.46260 13.62259  C18 1.431, P20 1.577
20 P -12.67904 11.43467 15.19078  O19 1.577, O21 1.452, O22 1.585, O24 1.576
21 O -13.25411 12.63822 15.76459  P20 1.452
22 O -11.20105 11.05440 15.61769  P20 1.585, C23 1.436
23 C -11.06234 10.62742 16.98168  O22 1.436, H29 1.092, H30 1.085, H31 1.093
24 O -13.41339 10.06068 15.42802  P20 1.576, C25 1.411
25 C -14.76629 9.87668 15.78470  O24 1.411, H32 1.100, H33 1.091, H34 1.093
26 H -12.14811 12.87898 12.18148  C18 1.086
27 H -10.65006 12.16550 12.77280  C18 1.091
28 H -11.52839 13.29454 13.75609  C18 1.095
29 H -12.02851 10.38471 17.42897  C23 1.092
30 H -10.45019 11.32312 17.54642  C23 1.085
31 H -10.55033 9.66376 17.04933  C23 1.093
32 H -14.83499 9.39745 16.77262  C25 1.100
33 H -15.23590 9.12457 15.14864  C25 1.091
34 H -15.48592 10.68883 15.91767  C25 1.093
35 C -11.77762 7.74294 20.29568  O36 1.442, H43 1.088, H44 1.087, H45 1.089
36 O -12.02471 6.38040 19.89424  C35 1.442, P37 1.578
37 P -11.33687 5.19773 20.67971  O36 1.578, O38 1.460, O39 1.569, O41 1.586
38 O -11.83509 5.00186 22.03821  P37 1.460
39 O -9.79467 5.47082 20.59064  P37 1.569, C40 1.436
40 C -8.89109 5.09496 21.64131  O39 1.436, H46 1.091, H47 1.083, H48 1.092
41 O -11.53477 3.97765 19.68538  P37 1.586, C42 1.425
42 C -12.86614 3.63232 19.31173  O41 1.425, H49 1.094, H50 1.088, H51 1.098
43 H -11.55385 8.30148 19.38866  C35 1.088
44 H -10.93715 7.89622 20.96830  C35 1.087
45 H -12.70942 8.11402 20.71982  C35 1.089
46 H -8.59751 6.01624 22.14568  C40 1.091
47 H -8.09793 4.50629 21.19835  C40 1.083
48 H -9.42573 4.54892 22.42138  C40 1.092
49 H -13.61937 4.40772 19.47773  C42 1.094
50 H -13.17639 2.68990 19.75773  C42 1.088
51 H -12.96880 3.51687 18.22505  C42 1.098
52 C -18.63135 13.82844 9.96501  O53 1.413, H60 1.087, H61 1.087, H62 1.099
53 O -18.19015 12.58468 10.46907  C52 1.413, P54 1.573
54 P -16.81650 12.41528 11.21675  O53 1.573, O55 1.451, O56 1.594, O58 1.573
55 O -15.67131 13.08809 10.63222  P54 1.451
56 O -17.13862 12.90360 12.69973  P54 1.594, C57 1.410
57 C -18.28238 12.45912 13.39434  O56 1.410, H63 1.092, H64 1.094, H65 1.088
58 O -16.68595 10.84947 11.28952  P54 1.573, C59 1.431
59 C -16.13793 10.19152 12.43646  O58 1.431, H66 1.083, H67 1.088, H68 1.095
60 H -19.62954 14.04066 10.33820  C52 1.087
61 H -18.48240 13.86873 8.88946  C52 1.087
62 H -18.05037 14.68268 10.34124  C52 1.099
63 H -18.05635 11.61395 14.04721  C57 1.092
64 H -19.08274 12.10387 12.73928  C57 1.094
65 H -18.71319 13.23947 14.01792  C57 1.088
66 H -15.98100 9.14884 12.18934  C59 1.083
67 H -16.78071 10.28060 13.30968  C59 1.088
68 H -15.15717 10.58928 12.71836  C59 1.095
69 C -8.50570 13.37241 19.53160  O70 1.446, H77 1.097, H78 1.085, H79 1.088
70 O -8.25489 13.58063 20.94003  C69 1.446, P71 1.578
71 P -9.24324 14.41978 21.84017  O70 1.578, O72 1.458, O73 1.575, O75 1.568
72 O -8.84061 14.40134 23.24142  P71 1.458
73 O -9.27912 15.85808 21.19972  P71 1.575, C74 1.434
74 C -8.13835 16.68899 21.45620  O73 1.434, H80 1.086, H81 1.091, H82 1.088
75 O -10.69362 13.94130 21.48585  P71 1.568, C76 1.401
76 C -11.35014 12.96177 22.24273  O75 1.401, H83 1.096, H84 1.100, H85 1.085
77 H -8.93057 12.36281 19.47441  C69 1.097
78 H -7.51970 13.36156 19.07951  C69 1.085
79 H -9.25738 14.02111 19.08695  C69 1.088
80 H -8.14273 17.47498 20.70668  C74 1.086
81 H -7.22729 16.09497 21.36559  C74 1.091
82 H -8.20423 17.12141 22.45238  C74 1.088
83 H -10.79337 12.69616 23.14852  C76 1.096
84 H -11.39154 11.96120 21.78661  C76 1.100
85 H -12.37878 13.21153 22.48143  C76 1.085
86 C -13.66999 5.89421 15.46146  O87 1.431, H94 1.092, H95 1.087, H96 1.091
87 O -14.22671 5.59276 14.17862  C86 1.431, P88 1.590
88 P -15.22029 6.57623 13.42184  O87 1.590, O89 1.459, O90 1.573, O92 1.573
89 O -16.47138 6.79342 14.13984  P88 1.459
90 O -14.28224 7.82127 13.21210  P88 1.573, C91 1.455
91 C -12.90372 7.58669 12.80881  O90 1.455, H97 1.085, H98 1.089, H99 1.090
92 O -15.43232 5.85462 12.03980  P88 1.573, C93 1.429
93 C -15.97898 4.53497 12.09446  O92 1.429, H100 1.088, H101 1.088, H102 1.090
94 H -13.74692 4.97305 16.04208  C86 1.092
95 H -14.21526 6.70898 15.93124  C86 1.087
96 H -12.59366 6.05265 15.38436  C86 1.091
97 H -12.83233 7.42562 11.73776  C91 1.085
98 H -12.37056 6.79909 13.33836  C91 1.089
99 H -12.44283 8.51054 13.15852  C91 1.090
100 H -15.23492 3.80866 12.41316  C93 1.088
101 H -16.31076 4.26121 11.09555  C93 1.088
102 H -16.85693 4.54069 12.73991  C93 1.090
103 C -15.26653 13.45683 18.34646  O104 1.432, H111 1.085, H112 1.092, H113 1.095
104 O -16.41164 12.66940 18.69118  C103 1.432, P105 1.584
105 P -16.75000 12.41753 20.21841  O104 1.584, O106 1.460, O107 1.580, O109 1.589
106 O -16.78611 13.63763 21.01862  P105 1.460
107 O -18.11949 11.64489 20.06498  P105 1.580, C108 1.412
108 C -19.22256 11.88155 20.91408  O107 1.412, H114 1.093, H115 1.095, H116 1.086
109 O -15.75718 11.26244 20.67089  P105 1.589, C110 1.428
110 C -15.60291 10.11789 19.83096  O109 1.428, H117 1.088, H118 1.098, H119 1.086
111 H -15.23256 14.33258 18.98597  C103 1.085
112 H -15.39021 13.68663 17.28639  C103 1.092
113 H -14.33123 12.89261 18.27632  C103 1.095
114 H -19.88856 12.63704 20.48877  C108 1.093
115 H -18.98200 12.31412 21.89134  C108 1.095
116 H -19.73707 10.94322 21.10013  C108 1.086
117 H -15.82205 9.22562 20.41321  C110 1.088
118 H -14.55102 10.00001 19.54012  C110 1.098
119 H -16.18689 10.17905 18.91795  C110 1.086
120 C -7.63272 9.72528 8.83640  O121 1.438, H128 1.082, H129 1.098, H130 1.092
121 O -6.74535 9.90150 9.95458  C120 1.438, P122 1.566
122 P -6.34554 11.32132 10.48102  O121 1.566, O123 1.462, O124 1.569, O126 1.583
123 O -7.39666 11.93031 11.29404  P122 1.462
124 O -5.00369 11.03727 11.24342  P122 1.569, C125 1.421
125 C -4.13213 12.11326 11.56257  O124 1.421, H131 1.087, H132 1.093, H133 1.088
126 O -5.88176 12.22158 9.26368  P122 1.583, C127 1.435
127 C -6.87367 12.93898 8.51465  O126 1.435, H134 1.089, H135 1.087, H136 1.092
128 H -7.85864 10.64381 8.31089  C120 1.082
129 H -8.53597 9.27480 9.26751  C120 1.098
130 H -7.35122 8.87791 8.20823  C120 1.092
131 H -4.55261 12.76348 12.32596  C125 1.087
132 H -3.87065 12.70264 10.67982  C125 1.093
133 H -3.17241 11.69409 11.85927  C125 1.088
134 H -7.86501 12.80801 8.94679  C127 1.089
135 H -6.89157 12.69339 7.45618  C127 1.087
136 H -6.62039 13.99542 8.62547  C127 1.092
137 C -7.23893 9.85358 21.46859  O138 1.416, H145 1.088, H146 1.094, H147 1.094
138 O -6.90657 9.71494 20.09898  C137 1.416, P139 1.596
139 P -7.95288 8.96423 19.15672  O138 1.596, O140 1.462, O141 1.570, O143 1.565
140 O -9.29208 9.55026 19.20042  P139 1.462
141 O -7.20644 8.98443 17.77513  P139 1.570, C142 1.417
142 C -7.35269 10.08179 16.89124  O141 1.417, H148 1.093, H149 1.095, H150 1.092
143 O -7.93438 7.47668 19.64142  P139 1.565, C144 1.445
144 C -6.74958 6.64920 19.62697  O143 1.445, H151 1.083, H152 1.096, H153 1.085
145 H -6.51276 10.52922 21.91684  C137 1.088
146 H -7.21538 8.89243 21.98979  C137 1.094
147 H -8.20392 10.30594 21.71563  C137 1.094
148 H -6.44841 10.64104 16.63930  C142 1.093
149 H -8.04134 10.84229 17.27253  C142 1.095
150 H -7.76259 9.75315 15.93370  C142 1.092
151 H -7.00910 5.66997 19.24470  C144 1.083
152 H -6.60810 6.52445 20.70624  C144 1.096
153 H -5.84194 7.12937 19.27712  C144 1.085
154 C -8.90857 9.00485 13.21286  O155 1.431, H162 1.090, H163 1.093, H164 1.091
155 O -9.34655 8.70649 11.88341  C154 1.431, P156 1.577
156 P -9.30972 7.20312 11.40809  O155 1.577, O157 1.466, O158 1.584, O160 1.580
157 O -9.84989 6.22337 12.35556  P156 1.466
158 O -7.77419 7.08072 11.04003  P156 1.584, C159 1.430
159 C -7.19039 5.87683 10.53591  O158 1.430, H165 1.089, H166 1.088, H167 1.091
160 O -10.12158 7.35474 10.06086  P156 1.580, C161 1.414
161 C -10.45473 6.24802 9.24703  O160 1.414, H168 1.089, H169 1.098, H170 1.084
162 H -9.77740 9.30141 13.80025  C154 1.090
163 H -8.25443 9.87882 13.15164  C154 1.093
164 H -8.33425 8.24728 13.74760  C154 1.091
165 H -6.34382 5.60917 11.16674  C159 1.089
166 H -6.83849 6.05114 9.52137  C159 1.088
167 H -7.88182 5.03400 10.58102  C159 1.091
168 H -11.50394 5.99702 9.39920  C161 1.089
169 H -9.96020 5.33179 9.59504  C161 1.098
170 H -10.16296 6.38607 8.21228  C161 1.084
171 C -9.22382 15.68198 5.60727  O172 1.439, H179 1.086, H180 1.089, H181 1.090
172 O -9.64569 15.17030 6.88455  C171 1.439, P173 1.571
173 P -10.36309 13.77704 6.98920  O172 1.571, O174 1.458, O175 1.594, O177 1.553
174 O -9.57554 12.62004 6.57979  P173 1.458
175 O -11.70613 13.94174 6.14599  P173 1.594, C176 1.410
176 C -12.72615 14.75472 6.68228  O175 1.410, H182 1.097, H183 1.093, H184 1.090
177 O -10.79758 13.70855 8.47834  P173 1.553, C178 1.417
178 C -11.21320 12.47608 9.03991  O177 1.417, H185 1.091, H186 1.092, H187 1.079
179 H -9.24831 14.91706 4.83622  C171 1.086
180 H -8.21947 16.08699 5.71813  C171 1.089
181 H -9.86289 16.53934 5.39546  C171 1.090
182 H -13.40287 14.23142 7.36919  C176 1.097
183 H -13.42892 15.04152 5.89546  C176 1.093
184 H -12.38875 15.65007 7.20450  C176 1.090
185 H -10.34369 11.98829 9.48354  C178 1.091
186 H -11.61963 11.80709 8.27911  C178 1.092
187 H -11.98310 12.62689 9.78127  C178 1.079

Computed properties:
LUMO level, eV: 0.4
Structure (SMILES): COP(=O)(OC)OC.COP(=O)(OC)OC.COP(=O)(OC)OC.COP(=O)(OC)OC.COP(=O)(OC)OC.COP(=O)(OC)OC.COP(=O)(OC)OC.COP(=O)(OC)OC.COP(=O)(OC)OC.COP(=O)(OC)OC.COP(=O)(OC)OC

=====

<two>
# C33H99O44P11

A cluster of 11 separate species, C33H99O44P11 in total (ωB97M-V/def2-TZVPD, OMol25).

Last columns: bonded neighbours and bond lengths (Å).
Geometry (Å):
1 C -4.83464 0.16042 -9.91087  O2 1.449, H9 1.090, H10 1.090, H11 1.090
2 O -5.62476 0.18149 -8.69648  C1 1.449, P3 1.613
3 P -7.22893 0.05697 -8.80643  O2 1.613, O4 1.494, O5 1.640, O7 1.657
4 O -7.91648 -0.09952 -7.48908  P3 1.494
5 O -7.65715 1.36766 -9.69352  P3 1.640, C6 1.381
6 C -8.97086 1.47794 -10.10484  O5 1.381, H12 1.090, H13 1.090, H14 1.090
7 O -7.49451 -1.13279 -9.92926  P3 1.657, C8 1.411
8 C -7.01893 -2.43123 -9.65078  O7 1.411, H15 1.090, H16 1.090, H17 1.090
9 H -4.26373 1.08888 -9.92232  C1 1.090
10 H -5.44731 0.09861 -10.81027  C1 1.090
11 H -4.12434 -0.66179 -9.82405  C1 1.090
12 H -9.31397 2.51109 -10.15944  C6 1.090
13 H -9.69682 0.92319 -9.51043  C6 1.090
14 H -9.10959 1.07030 -11.10619  C6 1.090
15 H -5.96608 -2.47385 -9.92970  C8 1.090
16 H -7.74543 -3.09518 -10.11924  C8 1.090
17 H -7.03779 -2.63546 -8.58025  C8 1.090
18 C 5.16531 7.96106 -4.00362  O19 1.437, H26 1.090, H27 1.090, H28 1.090
19 O 5.61247 6.79037 -4.70714  C18 1.437, P20 1.590
20 P 5.58838 6.81227 -6.29665  O19 1.590, O21 1.480, O22 1.634, O24 1.615
21 O 5.16964 8.08614 -6.92411  P20 1.480
22 O 4.57726 5.56865 -6.61206  P20 1.634, C23 1.421
23 C 3.28065 5.56781 -6.03070  O22 1.421, H29 1.090, H30 1.090, H31 1.090
24 O 7.06095 6.30817 -6.72882  P20 1.615, C25 1.438
25 C 8.25943 6.98653 -6.31665  O24 1.438, H32 1.090, H33 1.090, H34 1.090
26 H 4.58972 8.67403 -4.59393  C18 1.090
27 H 5.96707 8.52991 -3.53277  C18 1.090
28 H 4.56460 7.55609 -3.18922  C18 1.090
29 H 3.08721 4.57109 -5.63419  C23 1.090
30 H 2.50772 5.70971 -6.78605  C23 1.090
31 H 3.22210 6.29897 -5.22443  C23 1.090
32 H 8.89558 6.22499 -5.86560  C25 1.090
33 H 8.00389 7.73897 -5.57057  C25 1.090
34 H 8.78762 7.51565 -7.10984  C25 1.090
35 C 6.13475 -6.37018 8.87150  O36 1.429, H43 1.090, H44 1.090, H45 1.090
36 O 4.86522 -6.41385 8.21778  C35 1.429, P37 1.610
37 P 4.93795 -6.97223 6.70992  O36 1.610, O38 1.466, O39 1.611, O41 1.651
38 O 3.65174 -7.16710 6.03388  P37 1.466
39 O 5.86521 -8.28878 6.74801  P37 1.611, C40 1.422
40 C 5.33148 -9.58407 6.99305  O39 1.422, H46 1.090, H47 1.090, H48 1.090
41 O 5.86271 -5.87746 5.89009  P37 1.651, C42 1.436
42 C 6.60051 -6.26961 4.72281  O41 1.436, H49 1.090, H50 1.090, H51 1.090
43 H 6.30223 -5.29629 8.95401  C35 1.090
44 H 7.00530 -6.85851 8.43359  C35 1.090
45 H 6.09331 -6.84461 9.85196  C35 1.090
46 H 5.82326 -10.07854 7.83075  C40 1.090
47 H 5.45163 -10.33400 6.21122  C40 1.090
48 H 4.32945 -9.50945 7.41552  C40 1.090
49 H 7.29236 -7.10611 4.82140  C42 1.090
50 H 7.23453 -5.42386 4.45667  C42 1.090
51 H 5.92182 -6.50657 3.90346  C42 1.090
52 C 4.54857 -1.47082 -8.30178  O53 1.422, H60 1.090, H61 1.090, H62 1.090
53 O 5.79940 -0.90711 -8.67469  C52 1.422, P54 1.617
54 P 6.68281 -1.60844 -9.83315  O53 1.617, O55 1.471, O56 1.637, O58 1.630
55 O 6.96281 -3.04888 -9.73131  P54 1.471
56 O 5.85628 -1.19613 -11.18513  P54 1.637, C57 1.427
57 C 5.52814 0.17248 -11.41878  O56 1.427, H63 1.090, H64 1.090, H65 1.090
58 O 7.98128 -0.64527 -10.03855  P54 1.630, C59 1.446
59 C 8.74568 -0.82215 -11.25315  O58 1.446, H66 1.090, H67 1.090, H68 1.090
60 H 4.58706 -2.55846 -8.24134  C52 1.090
61 H 3.70473 -1.22763 -8.94746  C52 1.090
62 H 4.36443 -1.19569 -7.26327  C52 1.090
63 H 6.01369 0.62452 -12.28366  C57 1.090
64 H 5.77905 0.70045 -10.49878  C57 1.090
65 H 4.46345 0.29964 -11.61466  C57 1.090
66 H 9.82332 -0.77832 -11.09543  C59 1.090
67 H 8.39852 -0.06337 -11.95446  C59 1.090
68 H 8.55124 -1.78247 -11.73071  C59 1.090
69 C -6.15943 -1.28468 11.07171  O70 1.456, H77 1.090, H78 1.090, H79 1.090
70 O -4.75373 -1.30287 10.69229  C69 1.456, P71 1.601
71 P -4.35581 -1.43694 9.14686  O70 1.601, O72 1.475, O73 1.621, O75 1.624
72 O -5.04019 -0.46776 8.27038  P71 1.475
73 O -2.75182 -1.20189 9.16106  P71 1.621, C74 1.395
74 C -1.93893 -2.02133 9.94404  O73 1.395, H80 1.090, H81 1.090, H82 1.090
75 O -4.53575 -3.03321 8.90823  P71 1.624, C76 1.417
76 C -5.79767 -3.66076 8.76176  O75 1.417, H83 1.090, H84 1.090, H85 1.090
77 H -6.66468 -0.78651 10.24428  C69 1.090
78 H -6.33469 -0.87240 12.06539  C69 1.090
79 H -6.51262 -2.31583 11.08101  C69 1.090
80 H -2.50410 -2.78142 10.48344  C74 1.090
81 H -1.31149 -1.43120 10.61199  C74 1.090
82 H -1.09717 -2.45707 9.40583  C74 1.090
83 H -6.59790 -2.95415 8.54166  C76 1.090
84 H -5.97100 -4.20270 9.69146  C76 1.090
85 H -5.73951 -4.41508 7.97708  C76 1.090
86 C -0.88388 5.68074 8.60369  O87 1.427, H94 1.090, H95 1.090, H96 1.090
87 O -1.94678 6.26409 9.35569  C86 1.427, P88 1.650
88 P -1.69646 7.20314 10.68901  O87 1.650, O89 1.483, O90 1.653, O92 1.622
89 O -0.61761 8.19194 10.44853  P88 1.483
90 O -3.11135 7.97225 11.06202  P88 1.653, C91 1.418
91 C -3.32327 8.41378 12.39304  O90 1.418, H97 1.090, H98 1.090, H99 1.090
92 O -1.44529 6.13634 11.88493  P88 1.622, C93 1.469
93 C -0.11793 5.50942 11.84516  O92 1.469, H100 1.090, H101 1.090, H102 1.090
94 H 0.08369 6.07982 8.90810  C86 1.090
95 H -1.00677 5.97568 7.56157  C86 1.090
96 H -0.88486 4.59250 8.66551  C86 1.090
97 H -4.14217 7.87125 12.86546  C91 1.090
98 H -3.52212 9.48408 12.33817  C91 1.090
99 H -2.44564 8.31844 13.03240  C91 1.090
100 H -0.37088 4.52395 11.45406  C93 1.090
101 H 0.41431 5.37851 12.78733  C93 1.090
102 H 0.57876 6.04045 11.19653  C93 1.090
103 C 7.16135 1.82448 5.33182  O104 1.475, H111 1.090, H112 1.090, H113 1.090
104 O 7.14143 1.97974 6.79805  C103 1.475, P105 1.607
105 P 6.98324 3.48025 7.35168  O104 1.607, O106 1.485, O107 1.605, O109 1.641
106 O 6.37179 4.47674 6.43685  P105 1.485
107 O 6.15562 3.29563 8.71444  P105 1.605, C108 1.439
108 C 6.53538 2.23861 9.61428  O107 1.439, H114 1.090, H115 1.090, H116 1.090
109 O 8.50531 3.90801 7.79281  P105 1.641, C110 1.439
110 C 8.79413 5.29153 8.06265  O109 1.439, H117 1.090, H118 1.090, H119 1.090
111 H 6.79124 2.71036 4.81573  C103 1.090
112 H 6.54508 0.97842 5.02770  C103 1.090
113 H 8.19990 1.70408 5.02357  C103 1.090
114 H 7.58267 1.99160 9.44029  C108 1.090
115 H 5.91492 1.35455 9.46738  C108 1.090
116 H 6.48796 2.50225 10.67085  C108 1.090
117 H 9.24521 5.45813 9.04084  C110 1.090
118 H 7.92493 5.92759 7.89529  C110 1.090
119 H 9.47756 5.62911 7.28351  C110 1.090
120 C -4.73179 5.99081 -3.68998  O121 1.392, H128 1.090, H129 1.090, H130 1.090
121 O -4.71527 7.26833 -3.13647  C120 1.392, P122 1.644
122 P -4.32426 7.51178 -1.55797  O121 1.644, O123 1.500, O124 1.642, O126 1.660
123 O -2.93710 7.05863 -1.20989  P122 1.500
124 O -4.61652 9.11476 -1.35438  P122 1.642, C125 1.479
125 C -5.97763 9.62941 -1.61817  O124 1.479, H131 1.090, H132 1.090, H133 1.090
126 O -5.61999 6.85407 -0.75627  P122 1.660, C127 1.382
127 C -5.79623 5.52030 -0.43899  O126 1.382, H134 1.090, H135 1.090, H136 1.090
128 H -4.03490 5.75431 -4.49404  C120 1.090
129 H -5.69986 5.88737 -4.18011  C120 1.090
130 H -4.73260 5.19211 -2.94824  C120 1.090
131 H -6.67921 8.87116 -1.96594  C125 1.090
132 H -5.92913 10.48260 -2.29478  C125 1.090
133 H -6.37510 10.07620 -0.70685  C125 1.090
134 H -5.93440 5.44063 0.63928  C127 1.090
135 H -4.92748 4.94498 -0.75897  C127 1.090
136 H -6.63453 5.01187 -0.91527  C127 1.090
137 C 0.71935 1.51328 0.86515  O138 1.410, H145 1.090, H146 1.090, H147 1.090
138 O 1.26442 0.32289 0.34095  C137 1.410, P139 1.615
139 P 0.32564 -0.90436 -0.12899  O138 1.615, O140 1.489, O141 1.594, O143 1.629
140 O 1.08164 -2.09600 -0.60315  P139 1.489
141 O -0.56761 -1.24535 1.14660  P139 1.594, C142 1.419
142 C -0.02542 -1.62510 2.40219  O141 1.419, H148 1.090, H149 1.090, H150 1.090
143 O -0.70486 -0.35665 -1.26604  P139 1.629, C144 1.405
144 C -1.66882 -1.21080 -1.82631  O143 1.405, H151 1.090, H152 1.090, H153 1.090
145 H 0.90439 2.32254 0.15878  C137 1.090
146 H 1.03861 1.84861 1.85193  C137 1.090
147 H -0.35997 1.42843 0.99153  C137 1.090
148 H -0.22952 -0.72408 2.98065  C142 1.090
149 H 1.05510 -1.76577 2.37405  C142 1.090
150 H -0.55708 -2.51545 2.73793  C142 1.090
151 H -1.56896 -2.27412 -1.60840  C144 1.090
152 H -1.61437 -1.20145 -2.91490  C144 1.090
153 H -2.67300 -1.09836 -1.41756  C144 1.090
154 C -6.75022 -2.50905 1.05011  O155 1.409, H162 1.090, H163 1.090, H164 1.090
155 O -7.11145 -3.77370 1.55568  C154 1.409, P156 1.656
156 P -6.56997 -5.17170 0.85271  O155 1.656, O157 1.512, O158 1.669, O160 1.568
157 O -7.25336 -6.40489 1.39955  P156 1.512
158 O -6.57916 -4.84470 -0.78359  P156 1.669, C159 1.417
159 C -7.70187 -5.18675 -1.57830  O158 1.417, H165 1.090, H166 1.090, H167 1.090
160 O -5.04131 -5.17771 1.19972  P156 1.568, C161 1.402
161 C -4.26816 -6.17313 0.58659  O160 1.402, H168 1.090, H169 1.090, H170 1.090
162 H -7.02816 -1.77846 1.80977  C154 1.090
163 H -7.30839 -2.31187 0.13487  C154 1.090
164 H -5.69877 -2.36540 0.80123  C154 1.090
165 H -8.24853 -6.05246 -1.20437  C159 1.090
166 H -7.24032 -5.49414 -2.51669  C159 1.090
167 H -8.29306 -4.31071 -1.84506  C159 1.090
168 H -3.20519 -5.94856 0.67463  C161 1.090
169 H -4.51745 -6.41420 -0.44677  C161 1.090
170 H -4.46078 -7.05795 1.19329  C161 1.090
171 C 0.52027 -7.66297 -6.27751  O172 1.417, H179 1.090, H180 1.090, H181 1.090
172 O 0.36678 -8.38416 -7.48767  C171 1.417, P173 1.591
173 P -0.46841 -7.83807 -8.72704  O172 1.591, O174 1.485, O175 1.594, O177 1.641
174 O -0.81940 -6.39773 -8.63894  P173 1.485
175 O -1.65462 -8.89331 -8.86797  P173 1.594, C176 1.366
176 C -2.65331 -9.05217 -7.94979  O175 1.366, H182 1.090, H183 1.090, H184 1.090
177 O 0.51246 -8.12721 -10.01092  P173 1.641, C178 1.408
178 C 1.59604 -7.27125 -10.28572  O177 1.408, H185 1.090, H186 1.090, H187 1.090
179 H 0.32108 -8.36480 -5.46767  C171 1.090
180 H -0.23555 -6.88252 -6.18948  C171 1.090
181 H 1.52926 -7.31397 -6.05791  C171 1.090
182 H -2.24778 -9.07530 -6.93830  C176 1.090
183 H -3.12415 -9.99328 -8.23390  C176 1.090
184 H -3.35604 -8.23307 -8.10256  C176 1.090
185 H 2.26493 -7.90011 -10.87327  C178 1.090
186 H 2.00085 -7.00195 -9.31016  C178 1.090
187 H 1.27457 -6.31953 -10.70879  C178 1.090

Computed properties:
LUMO level, eV: 0.3
Structure (SMILES): COP(=O)(OC)OC.COP(=O)(OC)OC.COP(=O)(OC)OC.COP(=O)(OC)OC.COP(=O)(OC)OC.COP(=O)(OC)OC.COP(=O)(OC)OC.COP(=O)(OC)OC.COP(=O)(OC)OC.COP(=O)(OC)OC.COP(=O)(OC)OC

=====

Bottom line: <one>, by a margin of 0.1909 hartree.